Here is a 14-piece molecular cluster, C78H189N11O9 overall in a non-equilibrium geometry from the OMol25 dataset. Energies are from ωB97M-V/def2-TZVPD.

Values from the calculation:
E_LUMO   0.017 hartree
Total charge   0

Last column: Mulliken charge in e.
Geometry (Å):
C (25.875, 17.405, 18.655)  -1.466
C (24.441, 17.228, 19.071)  0.698
N (24.291, 15.896, 19.634)  0.166
C (22.910, 15.406, 19.553)  0.025
C (22.588, 14.938, 18.111)  -0.649
C (24.668, 15.923, 21.080)  0.294
C (25.011, 14.586, 21.717)  -1.679
H (26.142, 16.762, 17.771)  0.301
H (26.634, 17.111, 19.392)  0.364
H (26.064, 18.437, 18.332)  0.410
H (24.135, 18.007, 19.792)  0.230
H (23.649, 17.268, 18.299)  -0.473
H (22.872, 14.493, 20.183)  0.373
H (22.196, 16.178, 19.979)  0.030
H (23.449, 14.323, 17.769)  0.430
H (21.665, 14.393, 18.133)  -0.203
H (22.543, 15.765, 17.409)  -0.409
H (23.824, 16.312, 21.703)  -0.531
H (25.509, 16.563, 21.180)  0.784
H (24.304, 13.768, 21.570)  0.228
H (25.138, 14.621, 22.763)  0.427
H (25.946, 14.217, 21.311)  0.418
C (18.481, 20.315, 15.213)  2.015
C (18.696, 21.233, 16.396)  -0.406
N (17.756, 22.346, 16.517)  1.248
C (17.981, 23.371, 15.533)  0.263
C (19.005, 24.373, 15.880)  -1.438
C (16.310, 22.127, 16.787)  1.989
C (15.661, 23.342, 17.524)  -1.592
H (17.628, 19.636, 15.478)  -0.460
H (19.425, 19.804, 15.056)  -0.011
H (18.136, 20.809, 14.262)  -1.180
H (18.702, 20.610, 17.297)  -0.742
H (19.683, 21.679, 16.322)  0.011
H (18.241, 22.991, 14.514)  -0.517
H (17.061, 23.896, 15.461)  0.685
H (19.954, 23.869, 16.122)  0.225
H (19.325, 25.116, 15.125)  0.466
H (18.685, 24.891, 16.824)  0.189
H (16.319, 21.367, 17.576)  0.032
H (15.634, 21.897, 15.914)  -1.143
H (16.277, 23.649, 18.391)  -0.028
H (14.675, 23.026, 17.844)  0.186
H (15.574, 24.231, 16.913)  0.489
C (14.097, 12.093, 22.113)  -1.229
C (14.321, 12.163, 20.593)  -0.480
N (14.129, 13.426, 19.910)  1.030
C (14.753, 13.446, 18.594)  -0.819
C (16.200, 13.495, 18.749)  0.826
C (12.664, 13.476, 19.751)  -0.993
C (12.215, 14.892, 19.279)  -0.853
H (13.186, 12.512, 22.515)  0.352
H (14.899, 12.699, 22.603)  0.148
H (14.170, 11.044, 22.444)  0.408
H (15.400, 11.873, 20.416)  0.129
H (13.763, 11.361, 20.080)  0.455
H (14.396, 12.535, 18.045)  0.268
H (14.448, 14.328, 18.064)  0.017
H (16.696, 13.778, 17.781)  -0.286
H (16.461, 14.234, 19.499)  -1.060
H (16.685, 12.529, 18.966)  0.726
H (12.236, 13.262, 20.734)  0.516
H (12.281, 12.714, 19.047)  0.298
H (12.752, 15.650, 19.843)  -0.032
H (11.118, 14.915, 19.473)  0.519
H (12.368, 15.021, 18.235)  0.189
C (19.858, 21.242, 20.218)  -0.713
C (18.457, 21.851, 20.253)  0.472
N (18.278, 23.193, 20.724)  0.936
C (18.894, 24.210, 19.804)  0.152
C (18.375, 25.630, 20.048)  -1.814
C (18.751, 23.438, 22.111)  -0.653
C (18.096, 22.640, 23.244)  -0.754
H (20.187, 21.075, 21.245)  0.239
H (20.597, 21.780, 19.677)  0.480
H (19.810, 20.304, 19.732)  -0.481
H (18.057, 21.817, 19.225)  -0.136
H (17.821, 21.200, 20.873)  -0.649
H (18.733, 23.842, 18.778)  -0.263
H (19.993, 24.280, 19.934)  0.358
H (18.834, 26.029, 20.871)  0.688
H (17.328, 25.817, 20.049)  0.238
H (18.750, 26.329, 19.202)  0.444
H (19.843, 23.175, 22.104)  0.358
H (18.712, 24.504, 22.270)  0.484
H (18.464, 22.814, 24.293)  0.389
H (17.039, 22.935, 23.335)  0.287
H (18.195, 21.555, 23.047)  -0.138
C (12.971, 18.247, 20.830)  -0.855
C (12.619, 19.599, 21.543)  -1.095
N (12.493, 20.739, 20.573)  0.184
C (11.475, 20.593, 19.589)  -0.111
C (10.105, 20.256, 20.173)  -1.936
C (13.702, 21.244, 19.958)  0.664
C (14.596, 21.929, 20.972)  -0.821
H (12.245, 17.984, 20.089)  0.873
H (12.906, 17.425, 21.562)  0.576
H (14.011, 18.279, 20.410)  0.052
H (11.749, 19.507, 22.205)  0.440
H (13.507, 19.898, 22.166)  -0.108
H (11.470, 21.544, 19.041)  0.685
H (11.694, 19.813, 18.830)  0.072
H (9.456, 20.115, 19.342)  0.564
H (10.153, 19.389, 20.780)  0.305
H (9.738, 21.033, 20.785)  0.386
H (13.317, 22.060, 19.329)  0.478
H (14.234, 20.551, 19.363)  -0.424
H (15.448, 22.523, 20.582)  -0.195
H (15.011, 21.202, 21.665)  -0.279
H (13.908, 22.600, 21.504)  0.535
C (19.693, 13.155, 13.113)  -1.575
C (18.362, 13.853, 12.908)  0.557
N (17.263, 13.172, 13.629)  0.696
C (17.162, 11.723, 13.336)  -0.946
C (16.753, 11.317, 11.927)  -1.340
C (16.071, 13.925, 13.468)  0.697
C (14.857, 13.159, 14.111)  -1.439
H (20.416, 13.844, 12.751)  0.521
H (19.808, 12.152, 12.575)  0.332
H (19.958, 12.963, 14.161)  0.199
H (18.381, 14.861, 13.250)  -0.572
H (18.198, 13.920, 11.818)  0.308
H (18.173, 11.370, 13.438)  0.592
H (16.538, 11.251, 14.139)  0.464
H (17.332, 11.822, 11.158)  0.259
H (16.798, 10.224, 11.912)  0.442
H (15.697, 11.553, 11.707)  0.259
H (15.838, 14.067, 12.349)  0.246
H (16.156, 14.927, 13.861)  -0.547
H (15.104, 12.826, 15.142)  0.243
H (14.413, 12.329, 13.499)  0.345
H (14.063, 13.923, 14.304)  0.378
C (23.636, 17.211, 24.190)  -1.168
C (22.290, 16.640, 23.823)  -0.786
N (21.558, 17.466, 22.882)  0.591
C (20.380, 16.701, 22.378)  -1.788
C (19.537, 17.373, 21.333)  0.599
C (21.161, 18.763, 23.390)  0.241
C (20.091, 18.723, 24.500)  -1.071
H (23.540, 18.215, 24.687)  0.393
H (24.233, 17.339, 23.291)  0.200
H (24.207, 16.583, 24.909)  0.370
H (22.420, 15.700, 23.320)  0.362
H (21.776, 16.554, 24.802)  0.547
H (20.754, 15.772, 21.895)  0.070
H (19.730, 16.386, 23.208)  0.727
H (18.925, 18.176, 21.738)  0.379
H (20.091, 17.722, 20.442)  0.107
H (18.917, 16.567, 20.923)  -0.466
H (20.790, 19.317, 22.520)  -0.643
H (22.099, 19.250, 23.660)  0.748
H (19.299, 18.004, 24.322)  0.099
H (19.567, 19.672, 24.502)  0.400
H (20.548, 18.625, 25.496)  0.405
C (13.369, 20.007, 16.354)  1.156
C (12.551, 19.577, 15.210)  -0.667
N (11.203, 19.071, 15.649)  0.374
C (11.326, 17.860, 16.453)  1.285
C (10.040, 17.067, 16.626)  -1.785
C (10.414, 18.881, 14.463)  -0.503
C (10.305, 20.076, 13.594)  -1.226
H (14.248, 20.550, 16.021)  -0.964
H (13.741, 19.209, 16.984)  -0.351
H (12.732, 20.739, 16.948)  0.066
H (12.417, 20.403, 14.587)  0.407
H (13.021, 18.799, 14.552)  0.147
H (11.694, 18.104, 17.458)  -0.684
H (11.993, 17.039, 16.015)  -0.152
H (10.246, 16.220, 17.240)  0.402
H (9.584, 16.733, 15.710)  0.487
H (9.257, 17.566, 17.200)  0.350
H (10.620, 17.992, 13.832)  0.389
H (9.390, 18.636, 14.759)  0.548
H (10.238, 20.987, 14.230)  0.261
H (11.129, 20.238, 12.828)  0.126
H (9.387, 20.036, 13.003)  0.464
C (17.029, 18.813, 19.383)  1.133
C (16.143, 17.873, 18.631)  0.237
N (16.649, 17.656, 17.231)  1.688
C (15.640, 16.973, 16.442)  0.681
C (15.713, 17.376, 14.981)  -0.475
C (18.049, 17.329, 17.025)  0.403
C (18.423, 15.967, 17.564)  -0.390
H (17.276, 19.636, 18.705)  -0.293
H (17.984, 18.352, 19.687)  -0.635
H (16.554, 19.149, 20.274)  -0.150
H (15.969, 16.903, 19.054)  -0.388
H (15.155, 18.343, 18.448)  -0.222
H (15.849, 15.867, 16.485)  -0.873
H (14.635, 17.174, 16.807)  0.943
H (15.042, 16.807, 14.298)  0.865
H (15.422, 18.402, 14.919)  -0.927
H (16.739, 17.330, 14.583)  -0.854
H (18.663, 18.122, 17.417)  -0.574
H (18.343, 17.417, 16.006)  -0.229
H (19.505, 15.662, 17.493)  0.239
H (17.910, 15.212, 16.990)  -0.232
H (18.158, 15.810, 18.610)  -0.605
C (21.350, 18.805, 17.155)  0.428
C (22.615, 19.444, 16.599)  -0.888
N (22.680, 19.119, 15.180)  0.970
C (23.495, 20.086, 14.430)  -0.606
C (22.967, 21.517, 14.298)  -1.357
C (23.282, 17.804, 14.983)  0.235
C (23.048, 17.109, 13.659)  -1.399
H (21.481, 17.747, 17.471)  -0.353
H (20.514, 18.856, 16.448)  -0.508
H (21.022, 19.326, 18.007)  0.501
H (22.336, 20.526, 16.600)  0.347
H (23.514, 19.266, 17.175)  0.138
H (24.544, 20.089, 14.813)  0.248
H (23.601, 19.576, 13.432)  0.339
H (21.854, 21.463, 14.126)  0.139
H (23.032, 22.137, 15.198)  0.302
H (23.569, 21.949, 13.543)  0.528
H (22.898, 17.188, 15.781)  -0.434
H (24.404, 18.008, 15.127)  0.283
H (23.297, 17.724, 12.818)  0.443
H (21.983, 16.888, 13.639)  0.207
H (23.655, 16.199, 13.556)  0.402
C (13.632, 23.482, 14.009)  -1.154
C (14.973, 23.324, 13.308)  -0.416
N (14.947, 22.290, 12.275)  0.588
C (15.790, 22.513, 11.056)  -0.148
C (14.922, 23.062, 9.882)  -1.488
C (15.184, 21.005, 12.863)  2.368
C (14.528, 19.836, 12.076)  -1.149
H (12.829, 23.728, 13.311)  0.370
H (13.752, 24.359, 14.699)  0.423
H (13.282, 22.582, 14.551)  -0.100
H (15.191, 24.274, 12.916)  0.834
H (15.769, 23.081, 13.990)  -0.169
H (16.605, 23.239, 11.272)  0.156
H (16.250, 21.584, 10.653)  0.251
H (14.217, 23.852, 10.276)  0.252
H (15.438, 23.447, 9.048)  0.489
H (14.415, 22.184, 9.490)  0.298
H (14.654, 21.038, 13.800)  -1.105
H (16.225, 20.741, 13.100)  -1.117
H (13.483, 19.829, 12.330)  0.042
H (15.087, 18.932, 12.274)  0.175
H (14.723, 20.068, 11.032)  0.479
C (16.805, 14.868, 22.642)  -0.245
C (15.833, 15.764, 21.882)  0.147
O (16.149, 17.139, 21.980)  1.273
C (15.908, 17.706, 23.163)  -0.197
O (15.481, 17.295, 24.221)  -0.624
O (16.230, 19.030, 22.978)  0.300
C (15.996, 19.827, 24.096)  -1.126
H (16.795, 13.834, 22.230)  0.132
H (16.523, 14.857, 23.734)  0.500
H (17.821, 15.288, 22.544)  -0.754
H (14.799, 15.680, 22.237)  0.486
H (15.985, 15.623, 20.816)  -1.135
H (15.002, 19.711, 24.631)  0.309
H (16.023, 20.914, 23.772)  0.203
H (16.709, 19.759, 24.844)  0.415
C (19.690, 11.187, 22.803)  -1.509
C (20.126, 12.293, 21.910)  0.513
O (19.771, 11.981, 20.529)  -0.450
C (19.490, 13.052, 19.811)  -0.100
O (19.422, 14.174, 20.204)  0.526
O (19.104, 12.784, 18.555)  0.348
C (19.357, 11.524, 17.991)  -0.961
H (18.707, 11.323, 23.085)  0.335
H (20.290, 11.189, 23.724)  0.444
H (19.887, 10.205, 22.297)  0.303
H (21.209, 12.469, 21.923)  0.131
H (19.702, 13.245, 22.215)  -0.106
H (18.634, 11.379, 17.147)  0.098
H (19.208, 10.711, 18.716)  0.353
H (20.360, 11.477, 17.620)  0.339
C (19.720, 22.582, 11.788)  0.369
C (19.802, 21.558, 10.725)  -0.390
O (18.851, 20.584, 10.898)  -0.327
C (19.310, 19.536, 11.615)  0.634
O (20.362, 19.357, 12.083)  -0.484
O (18.163, 18.785, 11.936)  -0.210
C (18.476, 17.568, 12.578)  -0.165
H (18.718, 23.026, 11.926)  -0.262
H (20.417, 23.387, 11.583)  0.459
H (20.070, 22.168, 12.717)  -0.605
H (20.857, 21.183, 10.714)  0.289
H (19.671, 22.027, 9.733)  0.381
H (19.067, 17.783, 13.470)  0.103
H (19.016, 16.842, 11.919)  0.442
H (17.536, 17.131, 12.890)  -0.023